Record 1
A 2-piece molecular cluster, C9H12BrN2 overall at a distorted geometry. Source: the OMol25 dataset; level of theory: ωB97M-V/def2-TZVPD.

Last column: Mulliken charge in e.
Element x y z (Å)
C 0.57 1.08 -0.28  -0.7438
C 0.02 -1.25 0.57  -0.7337
C -0.85 1.22 -0.25  -0.1387
C -1.37 -0.85 0.60  -0.2288
C 1.00 -0.35 -0.03  0.8194
C -4.34 2.28 0.33  -0.2556
C -4.35 0.97 0.28  0.3131
C 3.33 0.24 -0.11  -1.0737
C 2.51 -2.06 -0.30  -1.2573
N -1.74 0.35 0.16  -0.2176
N 2.29 -0.72 -0.19  0.1981
Br -4.98 -0.69 0.02  0.1810
H 1.10 1.90 -0.87  0.2448
H 0.28 -2.25 0.79  0.3924
H -1.16 2.18 -0.65  0.2744
H -2.10 -1.54 1.02  0.3184
H -5.24 2.82 0.16  0.3334
H -3.43 2.89 0.16  0.2470
H 3.53 0.80 -1.07  0.2647
H 3.21 0.93 0.70  0.3974
H 4.15 -0.41 0.13  0.4773
H 2.44 -2.66 0.65  0.3336
H 1.74 -2.63 -0.94  0.4108
H 3.40 -2.26 -0.90  0.4434

**Total charge**: +1
**Frontier orbital gap (alpha / beta)**: 5.428 / 5.427 eV
**2S+1**: 1
**E_HOMO (alpha / beta)**: -11.3 / -11.3 eV

***

Record 2
One molecule with the formula C5H11NO. Source: the OMol25 dataset; level of theory: ωB97M-V/def2-TZVPD.

Last column: Mulliken charge in e.
Element x y z (Å)
C -0.17 -1.88 0.20  -1.2268
C 0.31 -0.65 0.15  0.7864
C 1.79 -0.40 -0.01  -0.6903
O 2.37 0.35 1.03  -0.5096
C -0.57 0.59 0.24  0.3537
C -0.70 1.25 -1.14  -1.3269
N -1.91 0.37 0.76  -0.7454
H -1.23 -2.09 0.30  0.2567
H 0.47 -2.74 0.13  0.3059
H 2.32 -1.36 -0.01  0.3596
H 1.97 0.09 -0.98  0.2410
H 1.97 1.22 1.05  0.3169
H -0.10 1.30 0.93  0.2458
H 0.27 1.61 -1.49  0.3708
H -1.38 2.10 -1.06  0.3936
H -1.10 0.54 -1.85  0.3172
H -1.87 -0.10 1.65  0.2766
H -2.44 -0.21 0.12  0.2750

**Frontier orbital gap**: 10.387 eV
**2S+1**: 1
**SMILES**: C=C(CO)[C@@H](C)N
**E_HOMO**: -9.5 eV

***

Record 3
A 10-piece molecular cluster, C42H100N8O10 overall at a distorted geometry. Source: the OMol25 dataset; level of theory: ωB97M-V/def2-TZVPD.

Last column: Mulliken charge in e.
Element x y z (Å)
C -0.12 -3.77 3.19  -0.7655
C 0.39 -2.96 4.47  1.6587
C 0.72 -4.05 5.58  -1.8913
C 1.61 -2.19 4.07  -1.4272
C 1.25 -1.08 3.09  0.9578
C 0.11 -0.16 3.52  0.0616
C -1.09 -0.88 4.06  2.2908
C -1.95 -0.01 4.94  -2.1054
C -1.97 -1.28 2.86  -0.7303
N -0.67 -2.03 4.94  -0.1775
O -1.87 -2.80 4.96  -0.4593
H 0.40 -4.73 3.05  0.4056
H -1.20 -3.82 3.17  0.3306
H 0.15 -3.20 2.31  -0.5538
H -0.16 -4.67 5.73  0.4137
H 1.56 -4.61 5.25  0.4112
H 0.86 -3.57 6.54  0.4543
H 2.12 -1.74 4.95  0.2941
H 2.31 -2.90 3.62  0.2076
H 2.09 -0.41 2.93  0.5067
H 1.06 -1.53 2.12  -1.1636
H -0.12 0.49 2.66  -1.1575
H 0.51 0.46 4.34  0.6750
H -2.39 0.86 4.46  0.1912
H -1.38 0.37 5.80  0.4805
H -2.82 -0.53 5.36  0.4404
H -2.81 -1.85 3.25  0.5586
H -1.37 -1.79 2.13  -0.1526
H -2.42 -0.34 2.45  -0.2501
H -2.17 -2.78 5.89  0.3589
C 2.95 2.47 1.81  -1.0263
C 3.92 3.19 0.88  2.1447
C 4.30 4.59 1.43  -1.9630
C 5.12 2.26 0.70  -1.7201
C 4.88 1.03 -0.13  0.2427
C 4.41 1.44 -1.54  -1.3780
C 3.20 2.32 -1.50  2.2798
C 3.00 3.03 -2.81  -1.8205
C 1.98 1.38 -1.24  -0.9721
N 3.45 3.39 -0.50  -0.5291
O 2.22 4.09 -0.48  -0.2458
H 2.72 1.45 1.43  -0.3188
H 3.40 2.38 2.81  0.5250
H 2.12 3.14 1.91  0.1569
H 4.52 4.61 2.50  0.3245
H 5.17 4.93 0.87  0.4764
H 3.54 5.33 1.21  0.3379
H 5.97 2.84 0.34  0.3755
H 5.47 1.95 1.66  0.5339
H 5.88 0.55 -0.25  0.5216
H 4.25 0.30 0.39  -0.2150
H 4.08 0.62 -2.18  0.1379
H 5.20 1.95 -2.01  0.5054
H 3.12 2.46 -3.71  0.5427
H 3.51 4.00 -2.84  0.3405
H 1.91 3.29 -2.87  0.1955
H 2.18 0.63 -0.49  -0.6047
H 1.68 1.02 -2.23  0.8366
H 1.24 2.04 -0.81  -0.5058
H 2.56 4.94 -0.79  0.3326
C -0.30 5.41 1.95  -1.8380
C -1.51 4.45 1.65  1.8143
C -1.28 3.20 2.50  -0.9973
C -2.82 5.10 2.03  -1.3322
C -3.33 6.07 0.92  -0.9020
C -3.32 5.47 -0.48  -1.1685
C -2.01 4.84 -0.83  1.4799
C -2.38 3.98 -2.10  -1.3358
C -0.87 5.85 -1.17  -1.4342
N -1.66 3.87 0.28  -0.2263
O -0.57 3.07 -0.11  1.8143
H 0.62 4.99 1.51  0.2697
H -0.25 5.38 3.00  0.6042
H -0.46 6.45 1.62  0.3767
H -1.46 3.41 3.56  0.7384
H -0.27 2.79 2.37  -0.5006
H -1.92 2.31 2.30  -0.2866
H -3.51 4.29 2.22  0.4246
H -2.71 5.74 2.94  0.3406
H -2.78 7.05 1.03  0.3478
H -4.34 6.35 1.18  0.5440
H -3.55 6.27 -1.20  0.4776
H -4.12 4.75 -0.52  0.3402
H -2.98 3.11 -1.79  -0.1737
H -2.99 4.54 -2.78  0.5656
H -1.46 3.73 -2.67  0.2272
H 0.04 5.27 -1.33  0.0181
H -1.19 6.35 -2.08  0.5304
H -0.68 6.60 -0.42  0.2532
H 0.23 3.63 -0.11  -0.4579
C 1.89 -2.65 -3.69  -0.4744
C 2.50 -4.04 -3.23  2.2769
C 2.02 -5.10 -4.21  -2.2818
C 3.93 -3.95 -3.30  -1.7731
C 4.55 -3.11 -2.25  0.3993
C 4.25 -3.68 -0.82  -1.2777
C 2.75 -3.99 -0.60  2.2995
C 2.56 -5.02 0.48  -1.7826
C 2.08 -2.69 -0.21  -0.8732
N 2.12 -4.53 -1.87  0.0444
O 0.72 -4.62 -1.75  -0.4941
H 2.32 -1.79 -3.18  -0.3916
H 2.12 -2.51 -4.77  0.6740
H 0.80 -2.63 -3.50  -0.3506
H 2.42 -5.04 -5.25  0.3626
H 2.21 -6.05 -3.77  0.5538
H 0.95 -4.98 -4.32  0.3331
H 4.35 -4.96 -3.32  0.2225
H 4.31 -3.50 -4.23  0.4741
H 5.61 -3.00 -2.45  0.4816
H 4.19 -2.08 -2.41  -0.4895
H 4.69 -3.09 -0.02  0.4124
H 4.74 -4.69 -0.82  0.2863
H 1.52 -5.29 0.44  0.2085
H 2.81 -4.83 1.55  0.1865
H 2.99 -5.96 0.12  0.4919
H 2.48 -2.24 0.71  0.5001
H 1.00 -2.77 0.00  -0.2082
H 2.08 -1.95 -0.99  -0.1301
H 0.40 -3.73 -1.78  0.1297
N -4.43 0.10 -2.44  -0.0598
C -5.37 -0.37 -3.33  0.5696
N -6.18 0.66 -3.78  -0.4028
O -5.63 -1.57 -3.48  -0.7798
H -3.92 -0.62 -1.97  0.0772
H -4.34 1.07 -2.30  0.0919
H -5.94 1.60 -3.72  0.1326
H -6.94 0.36 -4.34  0.2249
N -2.80 -1.73 -0.56  -0.0473
C -1.51 -1.28 -0.97  -0.2784
N -1.09 -0.04 -0.46  2.5986
O -0.82 -1.90 -1.78  0.0584
H -2.94 -1.68 0.43  0.0373
H -2.95 -2.66 -0.89  -0.0304
H -0.15 0.36 -0.60  -0.7678
H -1.80 0.60 -0.05  -0.9230
C -4.44 1.65 1.04  -0.7887
O -3.35 1.69 0.13  0.1056
H -4.23 1.19 2.03  0.0694
H -4.83 2.67 1.24  0.3292
H -5.31 1.12 0.59  0.3365
H -2.84 2.56 0.30  -0.1191
C -3.32 -4.30 -3.67  -0.3841
O -4.17 -3.82 -2.63  -0.4201
H -3.69 -4.06 -4.70  0.3311
H -2.32 -3.84 -3.54  -0.0333
H -3.31 -5.40 -3.60  0.2261
H -4.79 -3.20 -2.98  0.3936
C -1.04 0.84 -4.16  -0.2101
O -0.42 -0.42 -4.24  -0.5913
H -0.61 1.38 -3.34  -0.1147
H -0.67 1.40 -5.05  0.3721
H -2.15 0.83 -4.22  0.2121
H -0.61 -1.00 -3.51  0.1111
C -2.63 -5.57 0.67  -0.3098
O -3.68 -4.67 0.70  -0.5157
H -1.64 -5.15 0.44  -0.0295
H -2.50 -5.93 1.69  0.2730
H -2.83 -6.44 -0.01  0.3071
H -3.92 -4.44 -0.17  0.2499

**Frontier orbital gap**: 8.274 eV
**2S+1**: 1
**SMILES**: CC1(C)CCCC(C)(C)N1O.CC1(C)CCCC(C)(C)N1O.CC1(C)CCCC(C)(C)N1O.CC1(C)CCCC(C)(C)N1O.NC(N)=O.NC(N)=O.CO.CO.CO.CO
**E_HOMO**: -8.0 eV

***

Record 4
C17H25BrFN5O2Ti as an isolated structure. Source: the OMol25 dataset; level of theory: ωB97M-V/def2-TZVPD.

Last column: Mulliken charge in e.
Element x y z (Å)
Ti -0.04 0.27 0.12  -0.0534
N 0.43 2.22 1.25  -0.2050
C -0.03 3.43 0.55  -0.5910
C -1.41 3.14 0.00  -0.8072
N -1.32 1.95 -0.87  -0.1194
C -0.93 2.24 -2.28  -0.8714
C 0.37 1.53 -2.65  -0.4015
N 0.36 0.20 -2.04  -0.1709
H 1.43 2.23 1.42  0.2908
H -0.02 2.15 2.16  0.2792
H -0.05 4.31 1.20  0.4414
H 0.67 3.64 -0.26  0.2773
H -2.08 2.90 0.82  0.3714
H -1.82 4.00 -0.53  0.4191
H -2.23 1.50 -0.89  0.1393
H -1.73 1.92 -2.94  0.3996
H -0.81 3.32 -2.42  0.3501
H 0.47 1.51 -3.74  0.4384
H 1.23 2.07 -2.25  0.2449
H -0.38 -0.41 -2.41  0.3202
H 1.25 -0.27 -2.16  0.2848
N -2.14 -1.83 -2.34  -0.5051
C -1.92 -2.95 -1.41  -0.6796
C -1.43 -2.47 -0.05  0.3725
O -1.82 -2.96 0.98  -0.5894
O -0.51 -1.53 -0.13  -0.2028
H -3.04 -1.40 -2.13  0.1786
H -2.22 -2.19 -3.28  0.2426
H -1.13 -3.58 -1.82  0.3202
H -2.80 -3.58 -1.26  0.3643
Br -3.35 0.10 1.14  -0.1002
C -2.14 -0.45 2.50  0.3874
C -2.64 -1.05 3.63  -0.7168
C -1.72 -1.47 4.58  -0.2980
C -0.37 -1.26 4.35  -0.9948
C 0.01 -0.64 3.18  -0.2018
N -0.86 -0.23 2.24  0.3121
H -3.70 -1.20 3.76  0.4465
H -2.06 -1.96 5.49  0.4147
H 0.37 -1.58 5.06  0.4407
H 1.06 -0.48 2.94  0.4668
F 6.15 -0.71 0.51  -0.3332
C 4.82 -0.48 0.46  0.2509
C 4.38 0.78 0.08  -0.9639
C 3.01 1.01 0.03  0.1676
C 2.07 0.02 0.34  0.7260
C 2.58 -1.24 0.70  -0.3345
C 3.94 -1.49 0.77  -0.7490
H 5.10 1.55 -0.17  0.4710
H 2.69 2.00 -0.27  0.1404
H 1.90 -2.05 0.93  0.4706
H 4.33 -2.46 1.06  0.4594

**Expectation value of S²**: 0.75
**Total charge**: +1
**Frontier orbital gap (alpha / beta)**: 7.767 / 8.697 eV
**2S+1**: 2
**E_HOMO (alpha / beta)**: -10.4 / -11.3 eV

***

Record 5
C29H26CsIN4O2Se as an isolated structure. Source: the OMol25 dataset; level of theory: ωB97M-V/def2-TZVPD.

Last column: Mulliken charge in e.
Element x y z (Å)
Cs -0.48 -1.46 0.35  1.1104
C 2.36 -0.23 2.28  -0.8656
C 2.95 -1.37 1.53  0.8853
C 3.89 -2.21 2.14  -0.8643
C 4.35 -3.31 1.47  -0.4915
C 3.87 -3.58 0.19  -0.7939
C 2.95 -2.70 -0.36  0.7564
N 2.52 -1.62 0.29  0.0112
C 2.35 -2.96 -1.71  0.5293
C 2.89 -3.92 -2.57  -0.8255
C 2.28 -4.14 -3.79  -0.6640
C 1.15 -3.42 -4.13  -0.8962
C 0.67 -2.47 -3.22  0.5781
N 1.28 -2.25 -2.06  0.1257
C -0.55 -1.66 -3.52  0.6535
C -1.43 -2.03 -4.53  -0.8179
C -2.54 -1.23 -4.75  -0.4421
C -2.74 -0.11 -3.97  -0.7526
C -1.82 0.18 -2.95  0.7944
C -2.03 1.33 -2.02  -0.8596
N -0.75 -0.59 -2.75  -0.0287
H 3.14 0.34 2.81  0.3891
H 1.68 -0.64 3.04  0.2452
H 1.78 0.47 1.66  -0.3329
H 4.22 -1.99 3.15  0.3999
H 5.06 -3.99 1.93  0.3871
H 4.19 -4.48 -0.32  0.1939
H 3.78 -4.48 -2.30  0.2551
H 2.69 -4.87 -4.48  0.4032
H 0.68 -3.57 -5.08  0.2582
H -1.28 -2.93 -5.11  0.2272
H -3.26 -1.49 -5.53  0.3950
H -3.60 0.53 -4.11  0.3555
H -2.69 2.08 -2.45  0.4043
H -1.07 1.78 -1.76  0.0831
H -2.49 0.95 -1.09  0.0420
I 2.20 2.53 -1.04  0.0014
C 1.19 4.02 0.07  -0.2013
C 1.38 5.32 -0.30  -0.7388
C 0.77 6.35 0.46  -0.3701
C 0.04 6.03 1.57  -0.8015
C -0.14 4.68 1.96  1.2404
C -0.86 4.35 3.13  -0.8551
C -0.99 3.04 3.50  -0.7189
C -0.43 2.01 2.70  -0.9078
C 0.26 2.23 1.52  -0.5769
C 0.42 3.61 1.19  0.7746
H 1.98 5.57 -1.17  0.3441
H 0.91 7.38 0.17  0.3379
H -0.41 6.81 2.17  0.2840
H -1.30 5.15 3.73  0.2486
H -1.54 2.78 4.40  0.3824
H -0.59 0.99 3.06  0.6506
N -3.25 -0.19 3.25  -0.3696
C -4.11 -1.11 2.51  -0.3245
C -4.07 -0.84 0.99  0.4574
O -4.94 -1.41 0.30  -0.8221
O -3.18 -0.03 0.61  -0.7318
H -1.40 -1.88 3.43  0.0004
H -3.74 0.29 3.99  0.1819
H -2.92 0.50 2.58  0.1917
H -5.16 -1.04 2.82  0.2426
H -3.80 -2.15 2.66  0.1735
Se -0.34 -2.92 3.44  -0.9417

**Total charge**: -2
**Frontier orbital gap**: 4.624 eV
**2S+1**: 1
**E_HOMO**: -1.1 eV

***

Record 6
One molecule with the formula C4H5NO at a distorted geometry. Source: the OMol25 dataset; level of theory: ωB97M-V/def2-TZVPD.

Last column: Mulliken charge in e.
Element x y z (Å)
N -0.71 1.85 1.76  -0.4811
C -0.06 1.47 0.89  0.2704
C 0.49 0.74 -0.17  -0.3497
C -0.84 -0.08 -0.76  -0.7712
C 0.41 -0.74 -0.31  0.3564
O 0.25 -1.64 0.71  -0.5336
H 1.37 1.29 -0.50  0.3501
H -1.08 -0.14 -1.82  0.2459
H -1.71 -0.27 -0.10  0.3013
H 1.12 -1.04 -1.10  0.2992
H 0.78 -1.42 1.47  0.3124

**Frontier orbital gap**: 10.755 eV
**2S+1**: 1
**SMILES**: N#C[C@@H]1C[C@@H]1O
**E_HOMO**: -10.1 eV

***

Record 7
A 4-piece molecular cluster, C18H45ClN3O6 overall at a distorted geometry. Source: the OMol25 dataset; level of theory: ωB97M-V/def2-TZVPD.

Last column: Mulliken charge in e.
Element x y z (Å)
Cl 11.08 14.71 -7.42  -0.7586
C 18.22 13.13 -9.70  -0.7206
O 16.86 13.10 -9.33  -0.3548
C 16.47 14.32 -8.74  -0.3543
C 14.99 14.23 -8.37  -0.5956
N 14.51 15.30 -7.53  -0.1542
C 14.52 16.60 -8.14  -0.5598
C 15.68 17.48 -7.65  -0.6747
O 16.84 17.32 -8.41  -0.2256
C 17.94 18.05 -7.93  -0.8187
H 18.43 13.99 -10.35  0.2895
H 18.48 12.20 -10.20  0.2655
H 18.82 13.27 -8.79  0.2918
H 16.69 15.15 -9.43  0.2979
H 17.12 14.56 -7.89  0.3155
H 14.91 13.25 -7.89  0.3698
H 14.41 14.10 -9.30  0.2060
H 13.56 15.05 -7.28  -0.0083
H 13.59 17.14 -7.95  0.4335
H 14.54 16.61 -9.24  0.2785
H 15.82 17.20 -6.60  0.3807
H 15.36 18.53 -7.60  0.4119
H 18.83 17.41 -8.03  0.2618
H 17.89 18.13 -6.83  0.3677
H 18.06 19.03 -8.39  0.2425
C 11.29 12.66 -10.90  -0.5996
O 9.92 12.98 -10.83  -0.3030
C 9.55 14.22 -11.44  -0.6194
C 8.24 14.66 -10.78  -0.6962
N 8.45 14.82 -9.36  0.1832
C 7.38 15.50 -8.71  -0.6990
C 7.51 15.49 -7.18  -0.3162
O 7.31 14.23 -6.61  -0.2064
C 6.01 13.98 -6.18  -0.6707
H 11.86 13.13 -10.10  0.1232
H 11.71 12.88 -11.90  0.3361
H 11.32 11.58 -10.74  0.2590
H 9.37 14.04 -12.51  0.3350
H 10.38 14.89 -11.21  0.4061
H 7.44 13.96 -11.00  0.3601
H 8.02 15.61 -11.32  0.3101
H 9.39 15.14 -9.17  -0.1281
H 6.42 15.02 -8.95  0.2636
H 7.29 16.58 -8.96  0.3487
H 6.94 16.33 -6.76  0.3688
H 8.55 15.79 -6.98  0.1042
H 5.98 12.96 -5.79  0.2251
H 5.25 14.12 -6.96  0.2839
H 5.75 14.58 -5.29  0.1761
C 12.01 16.93 -4.43  -0.5614
O 11.42 16.25 -3.33  -0.4278
C 10.91 14.96 -3.74  0.0992
C 10.21 14.41 -2.53  -0.9180
N 9.05 15.17 -2.08  -0.3957
C 7.84 14.85 -2.85  -0.2286
C 6.83 16.02 -2.77  -0.4544
O 5.86 15.79 -1.74  -0.3862
C 4.53 15.92 -2.21  -0.6729
H 12.35 17.91 -4.08  0.3084
H 11.29 16.96 -5.26  0.2129
H 12.85 16.38 -4.87  0.2270
H 11.83 14.39 -3.93  0.3612
H 10.40 15.00 -4.71  -0.0845
H 10.92 14.32 -1.70  0.3789
H 9.92 13.39 -2.79  0.3781
H 9.26 16.14 -2.32  0.2737
H 7.26 14.02 -2.43  0.1970
H 8.05 14.48 -3.86  0.2614
H 6.42 16.14 -3.78  0.2504
H 7.34 16.92 -2.42  0.3144
H 4.37 16.84 -2.77  0.2990
H 3.92 15.99 -1.31  0.2783
H 4.25 15.05 -2.81  0.2575

**Total charge**: -1
**Frontier orbital gap**: 7.667 eV
**2S+1**: 1
**E_HOMO**: -5.0 eV

***

Record 8
C24H33AuN6O2SSi as an isolated structure. Source: the OMol25 dataset; level of theory: ωB97M-V/def2-TZVPD.

Last column: Mulliken charge in e.
Element x y z (Å)
Au -0.16 0.50 -0.31  0.9986
C -2.44 2.70 -0.69  -1.0383
Si -3.41 1.19 -0.18  -0.1117
C -4.34 0.49 -1.64  -0.9449
C -4.48 1.61 1.29  -1.0406
N -2.17 -0.03 0.37  0.1335
C -2.42 -1.20 0.95  0.9971
C -3.74 -1.75 1.04  -0.4534
C -3.96 -3.00 1.55  -1.2137
C -2.88 -3.76 2.03  -0.6770
C -1.59 -3.26 2.02  -0.8925
C -1.35 -2.00 1.51  0.6293
O -0.15 -1.40 1.54  0.2916
C 0.99 -2.14 1.91  -0.6252
C 1.48 -2.01 3.20  0.0293
C 2.64 -2.70 3.53  -0.7752
C 3.27 -3.50 2.60  -0.5252
C 2.76 -3.62 1.31  -0.8481
C 1.60 -2.93 0.96  0.2071
H -3.15 3.49 -0.93  0.4572
H -1.84 2.53 -1.58  0.2466
H -1.80 3.08 0.11  0.2977
H -4.97 1.28 -2.06  0.3870
H -4.99 -0.35 -1.40  0.3578
H -3.64 0.17 -2.42  0.2802
H -5.17 2.40 1.01  0.4242
H -3.88 2.00 2.12  0.3140
H -5.08 0.78 1.68  0.3796
H -4.56 -1.18 0.64  0.3358
H -4.96 -3.40 1.57  0.4510
H -3.06 -4.75 2.44  0.4299
H -0.77 -3.84 2.42  0.5771
H 0.96 -1.39 3.91  0.5022
H 3.04 -2.61 4.54  0.4405
H 4.17 -4.04 2.87  0.4453
H 3.25 -4.25 0.59  0.4439
H 1.18 -3.01 -0.04  0.4846
S -0.64 -0.63 -2.33  -0.6796
C 0.54 -0.17 -3.52  0.8179
N 1.62 0.54 -3.25  0.2257
C 2.62 0.91 -4.26  -0.5510
C 1.97 0.94 -5.64  -0.6457
C 1.24 -0.37 -5.88  -0.6065
N 0.32 -0.61 -4.76  -0.1830
H 1.77 0.83 -2.30  -0.0303
H 3.44 0.19 -4.23  0.3233
H 3.01 1.89 -4.00  0.3707
H 2.73 1.08 -6.40  0.3602
H 1.27 1.77 -5.70  0.3082
H 1.94 -1.20 -5.96  0.2873
H 0.64 -0.33 -6.79  0.3905
H -0.53 -1.13 -4.91  0.2452
C 4.23 2.76 0.65  -0.9119
N 2.98 2.48 1.38  0.0720
C 2.81 2.81 2.69  -0.0350
C 1.68 2.53 3.36  -1.2317
C 0.64 1.86 2.66  0.9177
N 0.81 1.57 1.36  -0.2687
C 1.97 1.85 0.72  0.4230
O 2.06 1.50 -0.47  -0.8538
N -0.50 1.51 3.24  -0.1904
H 4.92 3.25 1.33  0.3306
H 4.01 3.41 -0.19  0.3155
H 4.66 1.83 0.29  0.3178
H 3.65 3.31 3.15  0.3950
H 1.57 2.80 4.40  0.4807
H -0.68 1.72 4.20  0.2489
H -1.20 1.01 2.70  -0.0380

**Expectation value of S²**: 2.04
**Total charge**: +2
**Frontier orbital gap (alpha / beta)**: 8.261 / 6.874 eV
**2S+1**: 3
**E_HOMO (alpha / beta)**: -13.4 / -14.2 eV